1.
Below is a molecular structure, C35H28IrN5O2P, with properties calculated with the ωB97M-V functional and the def2-TZVPD basis.

Values from the calculation:
energy	-2220.1120	Ha
expectation value of S²	6.029
HOMO (alpha / beta)	-9.10 / -11.33	eV
orbital gap (alpha / beta)	6.36 / 5.45	eV
net charge	+1
ΔE to the lowest compared entry with this formula, charge and spin	4.2	kJ/mol
multiplicity	5

The geometry in XYZ format:
```
72
C35H28IrN5O2P (the ωB97M-V functional and the def2-TZVPD basis)
Ir 13.212 11.530 13.700
O 14.270 11.166 17.506
C 13.407 10.964 16.609
O 13.193 11.826 15.637
C 12.545 9.741 16.661
C 12.248 9.349 18.014
C 11.507 8.204 18.123
C 11.113 7.438 17.029
C 11.406 7.832 15.742
C 12.167 9.011 15.538
P 12.399 9.478 13.790
C 13.345 8.143 12.959
C 14.122 7.231 13.690
C 14.988 6.380 12.996
C 15.085 6.436 11.605
C 14.283 7.309 10.890
C 13.343 8.066 11.558
C 10.685 9.139 13.215
C 10.374 7.915 12.622
C 9.101 7.746 12.082
C 8.115 8.726 12.231
C 8.416 9.881 12.961
C 9.715 10.109 13.487
H 12.546 10.026 18.806
H 11.068 7.896 19.066
H 10.654 6.482 17.101
H 11.053 7.205 14.940
H 14.104 7.294 14.794
H 15.574 5.658 13.556
H 15.869 5.822 11.153
H 14.397 7.361 9.836
H 12.624 8.615 10.974
H 11.117 7.116 12.604
H 8.851 6.870 11.438
H 7.124 8.708 11.754
H 7.639 10.641 13.063
H 9.993 11.009 14.041
N 20.795 11.572 6.728
C 19.850 11.605 7.394
C 18.802 11.690 8.316
C 17.478 11.499 7.974
C 16.510 11.408 8.932
C 16.860 11.433 10.307
C 18.234 11.630 10.673
C 19.203 11.653 9.667
C 15.747 11.284 11.279
C 14.492 11.886 11.022
C 14.138 12.635 9.872
C 12.741 12.654 9.814
C 12.274 12.075 10.990
N 13.270 11.606 11.741
C 15.969 10.686 12.574
C 17.189 9.986 12.925
C 17.268 9.973 14.312
C 16.067 10.536 14.811
N 15.278 10.947 13.789
H 17.233 11.462 6.844
H 15.473 11.199 8.709
H 18.463 11.617 11.730
H 20.279 11.768 9.917
H 14.815 12.992 9.139
H 12.079 13.069 9.098
H 11.197 11.826 11.187
H 17.861 9.530 12.204
H 18.202 9.779 14.811
H 15.765 10.689 15.846
N 13.348 14.663 13.582
N 14.133 13.530 13.851
H 13.797 15.473 14.069
H 12.335 14.533 13.818
H 14.580 13.505 14.785
H 14.987 13.563 13.248
```

2.
Below is a single C6H11N3O3S molecule, with properties calculated with the ωB97M-V functional and the def2-TZVPD basis.

Values from the calculation:
energy	-1023.3188	Ha
HOMO	-10.03	eV
SMILES	C[C@H](O)[C@@H](n1cncn1)S(C)(=O)=O
orbital gap	10.62	eV
net charge	0
ΔE to the lowest compared entry with this formula, charge and spin	0.0	kJ/mol

The geometry in XYZ format:
```
24
C6H11N3O3S (the ωB97M-V functional and the def2-TZVPD basis)
C 0.236 1.365 -2.062
C -0.661 0.794 -0.864
O -0.552 1.621 0.291
C -0.217 -0.661 -0.615
N 0.977 -0.779 0.162
C 2.076 -1.518 -0.166
N 3.037 -1.258 0.686
C 2.499 -0.444 1.573
N 1.256 -0.195 1.349
S -1.577 -1.791 0.120
C -1.832 -1.243 1.870
O -2.700 -1.671 -0.770
O -0.842 -3.001 0.358
H -0.304 1.576 -2.944
H 1.033 0.643 -2.212
H 0.607 2.394 -1.701
H -1.761 0.784 -1.094
H 0.371 1.537 0.629
H -0.087 -1.219 -1.779
H 2.317 -2.141 -1.068
H 3.088 0.061 2.376
H -2.887 -0.912 2.069
H -1.561 -2.068 2.460
H -1.287 -0.372 2.131
```

3.
Below is a single C17H23N3O3 molecule, with properties calculated with the ωB97M-V functional and the def2-TZVPD basis.

Values from the calculation:
energy	-1051.3771	Ha
HOMO	-8.16	eV
SMILES	CC(C)C[C@H](NC(=O)[C@@H](N)Cc1c[nH]c2ccccc12)C(=O)O
orbital gap	8.66	eV
net charge	0
ΔE to the lowest compared entry with this formula, charge and spin	783.7	kJ/mol

The geometry in XYZ format:
```
46
C17H23N3O3 (the ωB97M-V functional and the def2-TZVPD basis)
C 5.833 -1.937 -0.728
C 4.591 -1.276 -0.030
C 5.067 -1.686 1.480
C 4.416 0.267 -0.261
C 3.080 0.864 0.108
N 1.915 0.103 -0.197
C 0.753 0.240 0.438
O 0.506 1.008 1.392
C -0.237 -0.821 -0.115
N 0.356 -2.063 -0.694
C -1.261 -1.266 0.835
C -2.423 -0.356 0.911
C -2.481 0.879 1.290
N -3.649 1.573 0.887
C -4.396 0.625 0.238
C -5.742 0.795 -0.130
C -6.336 -0.191 -0.791
C -5.690 -1.345 -1.189
C -4.439 -1.678 -0.697
C -3.722 -0.710 0.103
C 2.861 2.224 -0.787
O 3.654 2.521 -1.696
O 1.844 3.043 -0.276
H 6.884 -1.418 -0.506
H 5.475 -2.174 -1.857
H 5.859 -2.990 -0.392
H 3.843 -1.856 -0.404
H 6.089 -1.449 2.102
H 5.035 -2.915 1.314
H 4.230 -1.252 2.312
H 4.606 0.457 -1.345
H 5.304 0.754 0.154
H 3.231 1.293 1.242
H 2.192 -0.718 -0.816
H -0.574 -0.425 -1.043
H 0.670 -2.651 0.088
H -0.291 -2.362 -1.390
H -0.692 -1.395 1.855
H -1.945 -2.094 0.456
H -1.608 1.395 1.593
H -3.818 2.560 0.886
H -6.154 1.802 0.118
H -7.204 0.213 -1.341
H -6.112 -2.029 -2.150
H -4.086 -2.814 -0.559
H 1.439 2.417 0.300
```

4.
Below is a molecular structure, C17H10BrClNO4S2Tl, with properties calculated with the ωB97M-V functional and the def2-TZVPD basis.

Values from the calculation:
energy	-5012.0966	Ha
HOMO (alpha / beta)	0.01 / 0.00	eV
orbital gap (alpha / beta)	4.48 / 4.48	eV
net charge	-2
ΔE to the lowest compared entry with this formula, charge and spin	897.8	kJ/mol

The geometry in XYZ format:
```
37
C17H10BrClNO4S2Tl (the ωB97M-V functional and the def2-TZVPD basis)
Tl -0.007 -1.643 -2.366
Br 0.480 -4.482 -0.745
C -0.625 -4.051 0.745
C -0.633 -4.944 1.777
C -1.434 -4.696 2.911
C -2.194 -3.565 2.966
C -2.186 -2.629 1.902
C -2.970 -1.454 1.983
C -2.955 -0.555 0.956
C -2.162 -0.796 -0.187
C -1.366 -1.910 -0.345
C -1.386 -2.846 0.737
H -0.016 -5.830 1.726
H -1.433 -5.405 3.731
H -2.812 -3.357 3.834
H -3.563 -1.282 2.876
H -3.540 0.358 1.025
H -2.171 -0.031 -0.962
S 2.808 -1.749 -0.358
C 2.982 1.291 -3.115
N 1.323 -0.116 -1.171
C 1.293 2.461 -1.230
C 0.514 2.848 -0.047
C 0.262 4.277 0.165
C 0.575 5.149 -0.808
C 1.297 4.753 -2.000
C 1.751 3.495 -2.166
S 2.763 3.088 -3.539
H 0.533 2.167 0.798
H -0.140 4.615 1.113
H 0.363 6.205 -0.672
H 1.561 5.512 -2.727
O 3.439 2.118 -0.538
Cl 2.435 0.953 -1.045
O -0.093 2.242 -1.225
O 3.876 -0.663 -0.166
O 3.432 0.472 -3.830
```

5.
Below is a single C17H18N4O2S2 molecule, with properties calculated with the ωB97M-V functional and the def2-TZVPD basis.

Values from the calculation:
energy	-1824.4595	Ha
HOMO	-8.52	eV
SMILES	C=CCn1c(Cc2cccs2)nnc1SCC(=O)NCc1ccco1
orbital gap	9.00	eV
net charge	0
ΔE to the lowest compared entry with this formula, charge and spin	147.0	kJ/mol

The geometry in XYZ format:
```
43
C17H18N4O2S2 (the ωB97M-V functional and the def2-TZVPD basis)
C -3.533 1.088 0.296
C -2.324 1.407 0.715
C -1.768 0.985 2.046
N -0.615 0.135 1.872
C 0.721 0.422 1.994
C 1.265 1.752 2.371
C 0.891 2.780 1.350
C 0.928 2.659 -0.004
C 0.496 3.828 -0.674
C 0.133 4.816 0.181
S 0.311 4.344 1.826
N 1.429 -0.631 1.712
N 0.591 -1.635 1.396
C -0.631 -1.172 1.483
S -2.104 -2.035 1.187
C -1.448 -3.687 0.789
C -0.930 -3.751 -0.648
O -1.613 -4.166 -1.559
N 0.343 -3.339 -0.765
C 1.003 -3.226 -2.049
C 1.468 -1.829 -2.308
C 2.275 -0.999 -1.584
C 2.379 0.199 -2.334
C 1.627 0.008 -3.451
O 1.070 -1.214 -3.441
H -3.898 1.402 -0.666
H -4.205 0.501 0.898
H -1.650 1.985 0.097
H -1.460 1.861 2.624
H -2.524 0.425 2.606
H 0.892 2.050 3.355
H 2.351 1.648 2.433
H 1.247 1.764 -0.507
H 0.458 3.920 -1.744
H -0.229 5.799 -0.044
H -2.300 -4.358 0.895
H -0.673 -3.918 1.517
H 0.784 -2.883 0.035
H 0.288 -3.524 -2.821
H 1.860 -3.913 -2.069
H 2.726 -1.203 -0.634
H 2.951 1.070 -2.083
H 1.420 0.636 -4.294
```

6.
Below is a single C7H15N molecule, with properties calculated with the ωB97M-V functional and the def2-TZVPD basis.

Values from the calculation:
energy	-330.3363	Ha
HOMO	-6.53	eV
SMILES	CC[C@@]1(C)C[C@@]1(C)N
orbital gap	7.48	eV
net charge	0
ΔE to the lowest compared entry with this formula, charge and spin	345.5	kJ/mol

The geometry in XYZ format:
```
23
C7H15N (the ωB97M-V functional and the def2-TZVPD basis)
C -2.306 0.137 1.412
C -1.204 0.833 0.615
C -0.104 -0.153 0.212
C 0.875 -0.464 1.430
C -0.527 -1.130 -0.801
C 0.781 0.200 -0.922
C 1.972 -0.548 -1.451
N 0.840 1.549 -1.262
H -3.113 0.838 1.626
H -2.718 -0.694 0.843
H -1.939 -0.243 2.364
H -0.783 1.655 1.205
H -1.654 1.260 -0.285
H 1.626 -1.203 1.168
H 1.342 0.450 1.803
H 0.248 -0.919 2.196
H -0.925 -1.180 -1.804
H -0.575 -2.150 -0.438
H 2.889 0.039 -1.399
H 1.776 -0.759 -2.507
H 2.118 -1.500 -0.947
H 0.111 2.158 -0.923
H 1.272 1.824 -2.132
```

7.
Below is a single C3H6N2O2 molecule, with properties calculated with the ωB97M-V functional and the def2-TZVPD basis.

Values from the calculation:
energy	-377.9088	Ha
HOMO	-9.79	eV
SMILES	[H]/N=C/OCC(N)=O
orbital gap	10.63	eV
net charge	0
ΔE to the lowest compared entry with this formula, charge and spin	132.6	kJ/mol

The geometry in XYZ format:
```
13
C3H6N2O2 (the ωB97M-V functional and the def2-TZVPD basis)
H 2.770 0.951 -1.538
N 2.026 0.420 -1.096
C 1.908 0.742 0.119
O 1.009 0.185 0.954
C 0.024 -0.636 0.358
C -1.236 0.184 0.093
N -2.379 -0.557 0.042
O -1.206 1.381 -0.100
H 2.504 1.469 0.679
H 0.388 -1.033 -0.596
H -0.170 -1.460 1.050
H -3.242 -0.102 -0.207
H -2.397 -1.542 0.243
```

8.
Below is 2 unconnected molecules or ions with the total composition C5H3Br, with properties calculated with the ωB97M-V functional and the def2-TZVPD basis.

Values from the calculation:
energy	-2766.0503	Ha
HOMO	-9.54	eV
orbital gap	7.92	eV
net charge	0
ΔE to the lowest compared entry with this formula, charge and spin	385.7	kJ/mol

The geometry in XYZ format:
```
9
C5H3Br (the ωB97M-V functional and the def2-TZVPD basis)
C 1.715 -1.453 0.003
C 2.437 -2.493 0.172
C -1.471 0.929 0.250
C -0.865 -0.063 -0.281
C 1.200 -0.227 -0.046
Br 1.977 1.414 -0.038
H -2.452 0.968 -0.078
H -1.188 1.806 0.756
H -1.354 -0.881 -0.738
```

9.
Below is 2 unconnected molecules or ions with the total composition C11H15N, with properties calculated with the ωB97M-V functional and the def2-TZVPD basis.

Values from the calculation:
energy	-482.8206	Ha
HOMO	-7.89	eV
SMILES	Cc1c[nH]c2ccccc12.CC
orbital gap	8.82	eV
net charge	0
ΔE to the lowest compared entry with this formula, charge and spin	248.3	kJ/mol

The geometry in XYZ format:
```
27
C11H15N (the ωB97M-V functional and the def2-TZVPD basis)
C 3.081 0.376 0.760
C 1.913 0.913 0.027
C 1.451 2.158 -0.214
N 0.139 2.158 -0.662
C -0.251 0.732 -0.776
C -1.334 0.307 -1.561
C -1.539 -1.022 -1.654
C -0.488 -1.940 -1.226
C 0.629 -1.415 -0.582
C 0.868 -0.051 -0.384
H 3.872 1.113 1.022
H 3.402 -0.474 0.318
H 2.767 -0.181 1.646
H 2.064 3.051 -0.025
H -0.325 2.911 -0.714
H -2.041 1.020 -1.756
H -2.362 -1.662 -2.106
H -0.600 -2.997 -1.443
H 1.472 -2.177 -0.472
C -2.406 -0.334 2.001
C -1.531 -1.479 2.648
H -3.035 -0.697 1.163
H -2.913 0.273 2.688
H -1.641 0.448 1.681
H -1.969 -1.846 3.545
H -0.465 -1.067 2.891
H -1.569 -2.293 1.957
```

10.
Below is 3 unconnected molecules or ions with the total composition C4H17N2O2, with properties calculated with the ωB97M-V functional and the def2-TZVPD basis.

Values from the calculation:
energy	-422.2719	Ha
HOMO	-13.42	eV
orbital gap	10.72	eV
net charge	+1
ΔE to the lowest compared entry with this formula, charge and spin	317.3	kJ/mol

The geometry in XYZ format:
```
25
C4H17N2O2 (the ωB97M-V functional and the def2-TZVPD basis)
N -1.609 -0.606 -1.750
C -1.939 -1.491 -0.615
C -0.843 -1.199 0.411
N -0.237 0.165 0.387
C -1.008 1.278 1.162
C -0.854 2.544 0.508
H -0.029 0.473 -0.545
H -2.279 0.168 -1.826
H -1.444 -0.984 -2.723
H -2.786 -1.278 -0.122
H -2.072 -2.576 -0.788
H -0.060 -2.001 0.221
H -1.379 -1.274 1.486
H 0.754 0.359 0.719
H -0.702 1.221 2.183
H -2.085 0.831 1.130
H -1.938 2.842 0.136
H -0.465 3.495 1.000
H -0.523 2.574 -0.488
H 2.458 -0.018 -0.248
H 2.504 0.689 -1.755
O 2.102 0.545 -0.844
H 3.632 -0.711 1.550
H 3.526 -2.111 0.840
O 3.357 -1.220 0.841
```

11.
Below is a gas-phase ion, C4H9N2 (charge +1), with properties calculated with the ωB97M-V functional and the def2-TZVPD basis.

Values from the calculation:
energy	-266.8724	Ha
HOMO	-14.26	eV
orbital gap	9.20	eV
net charge	+1
ΔE to the lowest compared entry with this formula, charge and spin	595.6	kJ/mol

The geometry in XYZ format:
```
15
C4H9N2 (the ωB97M-V functional and the def2-TZVPD basis)
C -1.748 0.658 0.523
C -0.900 1.158 -0.665
C 1.140 0.513 0.557
C 0.115 -0.557 0.384
N 0.323 0.452 -0.693
N 0.823 -1.824 -0.190
H -1.385 0.899 1.500
H -2.710 0.380 0.414
H -1.409 0.903 -1.621
H -0.715 2.241 -0.564
H 1.027 1.192 1.369
H 2.216 0.207 0.316
H 0.269 -2.249 -0.939
H 1.292 -2.647 0.271
H 1.661 -1.326 -0.661
```

12.
Below is a single C7H16N2 molecule, with properties calculated with the ωB97M-V functional and the def2-TZVPD basis.

Values from the calculation:
energy	-385.6876	Ha
HOMO	-7.24	eV
orbital gap	8.15	eV
net charge	0
ΔE to the lowest compared entry with this formula, charge and spin	401.7	kJ/mol

The geometry in XYZ format:
```
25
C7H16N2 (the ωB97M-V functional and the def2-TZVPD basis)
C 0.357 0.101 0.081
C -1.862 1.525 0.550
C 0.511 2.251 1.308
C 1.318 -1.261 -1.763
C -0.962 -1.847 -0.546
C -0.283 1.490 0.254
C -0.039 -0.754 -1.074
N 1.100 -0.528 1.018
N 1.551 -1.704 1.291
H -2.335 0.543 0.651
H -2.330 2.014 -0.296
H -2.150 2.128 1.362
H 0.182 2.079 2.290
H 0.207 3.278 1.017
H 1.627 2.031 1.384
H 1.566 -0.574 -2.479
H 1.229 -2.333 -2.245
H 2.132 -1.463 -1.135
H -1.884 -1.449 -0.382
H -0.570 -2.383 0.286
H -1.170 -2.484 -1.365
H -0.145 2.020 -0.670
H -0.697 -0.316 -1.864
H 1.193 -0.013 1.816
H 1.454 -2.349 0.512
```

13.
Below is a molecular structure, C24H35N9S2SeTeTi, with properties calculated with the ωB97M-V functional and the def2-TZVPD basis.

Values from the calculation:
energy	-5743.2456	Ha
HOMO (alpha / beta)	-13.36 / -13.36	eV
orbital gap (alpha / beta)	6.67 / 6.67	eV
net charge	+2
ΔE to the lowest compared entry with this formula, charge and spin	8.2	kJ/mol

The geometry in XYZ format:
```
73
C24H35N9S2SeTeTi (the ωB97M-V functional and the def2-TZVPD basis)
Ti -0.189 -0.681 -0.273
N -1.662 -2.260 0.133
C -3.013 -1.913 -0.348
C -3.291 -0.474 0.058
N -2.164 0.424 -0.310
C -2.354 1.124 -1.605
C -2.082 0.149 -2.733
N -0.787 -0.510 -2.440
H -1.335 -3.143 -0.252
H -1.670 -2.365 1.146
H -3.773 -2.578 0.064
H -3.019 -2.041 -1.428
H -3.402 -0.419 1.145
H -4.224 -0.122 -0.387
H -2.100 1.135 0.423
H -1.640 1.951 -1.636
H -3.359 1.545 -1.675
H -2.055 0.659 -3.696
H -2.864 -0.603 -2.797
H -0.045 0.003 -2.913
H -0.716 -1.469 -2.795
C 5.967 1.424 1.178
C 4.838 1.711 0.268
N 4.796 2.644 -0.627
N 3.574 2.518 -1.204
C 2.848 1.530 -0.690
S 1.276 1.164 -1.261
N 3.649 0.995 0.262
N 3.305 -0.085 1.066
H 6.780 2.105 0.944
H 6.317 0.398 1.057
H 5.677 1.570 2.219
H 3.298 3.142 -1.947
H 3.423 0.164 2.041
H 3.886 -0.885 0.833
S 0.729 -5.823 -2.742
C -0.303 -4.474 -2.503
N 0.251 -3.300 -2.457
C 1.625 -3.424 -2.634
C 2.542 -2.368 -2.654
C 3.876 -2.656 -2.832
C 4.317 -3.980 -2.988
C 3.428 -5.030 -2.976
C 2.075 -4.738 -2.799
H -1.371 -4.628 -2.415
H 2.202 -1.346 -2.541
H 4.599 -1.851 -2.875
H 5.370 -4.176 -3.131
H 3.769 -6.048 -3.107
C -4.582 4.691 2.830
C -3.526 3.636 2.681
C -3.717 2.349 3.157
C -2.737 1.365 3.055
C -3.041 0.041 3.710
C -1.523 1.682 2.421
Te -0.026 0.189 2.229
C -1.287 2.996 1.969
C 0.009 3.457 1.363
C -2.299 3.938 2.101
H -5.555 4.253 3.044
H -4.665 5.297 1.928
H -4.331 5.363 3.653
H -4.651 2.099 3.648
H -3.013 0.155 4.795
H -2.329 -0.744 3.456
H -4.047 -0.297 3.457
H -0.009 3.367 0.275
H 0.862 2.886 1.730
H 0.174 4.506 1.604
H -2.115 4.950 1.757
Se 2.636 -4.267 1.074
C 1.700 -2.918 0.620
N 1.071 -1.958 0.275
```